(1)
{"formula": "C30H31BrCoFN3O5", "method": "ωB97M-V/def2-TZVPD", "spin_multiplicity": 4, "e_homo_ev": [-7.194, -7.056], "homo_lumo_gap_ev": [6.1, 6.0], "de_lowest_kcal_mol": 0.7, "energy_ha": -5758.716096, "s2": 3.7577, "max_force_ev_per_a": 6.87, "species": ["Co", "F", "C", "C", "C", "C", "O", "C", "C", "N", "C", "C", "C", "C", "C", "C", "N", "C", "C", "N", "C", "C", "C", "O", "O", "H", "H", "H", "H", "H", "H", "H", "H", "H", "H", "H", "H", "H", "H", "H", "H", "H", "H", "C", "C", "C", "C", "C", "C", "H", "H", "H", "H", "H", "H", "H", "H", "H", "Br", "C", "C", "C", "C", "C", "C", "C", "O", "O", "H", "H", "H", "H"], "positions_angstrom": [[-0.882, -1.595, 2.537], [1.441, 1.910, -2.388], [0.150, 1.958, -1.968], [-0.173, 1.145, -0.927], [-1.489, 1.069, -0.603], [-1.895, 0.045, 0.323], [-1.078, -0.877, 0.558], [-3.219, 0.121, 0.812], [-4.045, 0.988, 0.184], [-3.680, 1.889, -0.778], [-4.794, 2.685, -1.321], [-4.763, 4.196, -1.202], [-5.683, 3.372, -0.349], [-2.405, 1.924, -1.255], [-2.001, 2.823, -2.233], [-0.710, 2.845, -2.661], [-0.327, 3.914, -3.490], [0.717, 4.798, -2.991], [2.103, 4.493, -3.510], [2.036, 3.358, -4.476], [1.083, 3.549, -5.608], [-0.313, 3.793, -4.983], [-3.625, -0.573, 2.131], [-4.785, -0.497, 2.418], [-2.668, -1.000, 2.930], [0.605, 0.486, -0.405], [-5.117, 1.104, 0.448], [-5.234, 2.232, -2.187], [-5.099, 4.714, -2.077], [-3.976, 4.681, -0.692], [-6.765, 3.396, -0.486], [-5.368, 3.373, 0.678], [-2.708, 3.510, -2.614], [0.716, 4.782, -1.926], [0.483, 5.811, -3.260], [2.857, 4.221, -2.786], [2.563, 5.284, -4.142], [1.656, 2.598, -3.723], [2.856, 2.981, -4.691], [1.041, 2.802, -6.320], [1.416, 4.494, -6.013], [-1.031, 3.019, -5.194], [-0.640, 4.720, -5.454], [-0.024, -6.761, 3.308], [1.026, -5.852, 2.617], [2.454, -5.986, 3.266], [1.208, -6.375, 1.120], [0.524, -4.480, 2.621], [-0.061, -3.398, 2.597], [0.178, -7.803, 2.985], [-1.067, -6.442, 3.041], [0.105, -6.515, 4.333], [2.815, -6.971, 3.097], [2.475, -5.769, 4.360], [3.102, -5.160, 2.872], [1.746, -7.315, 1.050], [1.739, -5.638, 0.544], [0.262, -6.478, 0.668], [1.678, -0.589, 5.380], [2.751, -1.300, 3.961], [3.684, -2.293, 4.327], [4.613, -2.737, 3.418], [4.691, -2.160, 2.132], [3.720, -1.245, 1.751], [2.688, -0.874, 2.661], [1.632, 0.143, 2.215], [2.047, 1.015, 1.464], [0.455, -0.071, 2.634], [3.697, -2.835, 5.241], [5.315, -3.485, 3.809], [5.505, -2.446, 1.418], [3.792, -0.717, 0.805]], "lowdin_spin": [2.737, 0.000, 0.000, 0.001, 0.001, 0.004, 0.036, 0.001, 0.002, 0.002, 0.000, 0.000, 0.000, 0.001, 0.000, 0.001, 0.000, 0.000, 0.000, 0.000, 0.000, 0.000, 0.008, 0.007, 0.056, 0.000, 0.000, 0.000, 0.000, 0.000, 0.000, 0.000, 0.000, 0.000, 0.000, 0.000, 0.000, 0.000, 0.000, 0.000, 0.000, 0.000, 0.000, 0.002, 0.004, 0.001, 0.000, 0.036, 0.035, 0.000, 0.000, 0.000, 0.000, 0.000, 0.000, 0.000, 0.000, 0.000, 0.002, 0.000, 0.000, 0.000, 0.000, 0.000, 0.001, 0.007, 0.005, 0.048, 0.000, 0.000, 0.000, 0.000]}

---

(2)
{"formula": "C23H62BrFINO15S", "method": "ωB97M-V/def2-TZVPD", "spin_multiplicity": 1, "e_homo_ev": -9.934, "homo_lumo_gap_ev": 8.7, "energy_ha": -5466.491043, "max_force_ev_per_a": 3.30, "species": ["O", "C", "Br", "C", "N", "I", "C", "O", "O", "S", "O", "O", "F", "H", "H", "C", "C", "O", "H", "H", "H", "H", "H", "H", "C", "C", "O", "H", "H", "H", "H", "H", "H", "C", "C", "O", "H", "H", "H", "H", "H", "H", "C", "C", "O", "H", "H", "H", "H", "H", "H", "C", "C", "O", "H", "H", "H", "H", "H", "H", "C", "C", "O", "H", "H", "H", "H", "H", "H", "C", "C", "O", "H", "H", "H", "H", "H", "H", "C", "C", "O", "H", "H", "H", "H", "H", "H", "C", "C", "O", "H", "H", "H", "H", "H", "H", "C", "C", "O", "H", "H", "H", "H", "H", "H"], "positions_angstrom": [[3.689, -2.350, -0.201], [3.136, -1.541, -0.850], [4.107, -0.077, -1.624], [1.649, -1.570, -1.097], [1.317, -2.619, -2.084], [1.980, -2.092, -3.984], [-0.012, -2.983, -2.146], [-0.555, -3.556, -3.023], [-0.732, -2.707, -0.937], [-1.679, -1.441, -0.947], [-1.325, -0.591, 0.108], [-3.008, -1.894, -0.935], [-1.331, -0.707, -2.222], [1.313, -0.589, -1.410], [1.208, -1.818, -0.149], [-5.443, 1.035, -0.218], [-6.310, 0.611, -1.388], [-5.531, 0.337, -2.549], [-4.863, 1.922, -0.473], [-6.045, 1.253, 0.665], [-4.738, 0.238, 0.031], [-7.005, 1.403, -1.662], [-6.895, -0.278, -1.126], [-4.922, -0.376, -2.328], [3.228, 2.703, 2.726], [3.232, 2.093, 1.341], [2.977, 0.684, 1.379], [3.977, 2.223, 3.360], [3.435, 3.771, 2.677], [2.254, 2.569, 3.202], [4.204, 2.212, 0.864], [2.483, 2.583, 0.715], [2.116, 0.560, 1.790], [7.969, -1.252, -4.017], [6.649, -0.581, -4.346], [5.690, -1.513, -4.848], [8.378, -1.741, -4.902], [8.695, -0.525, -3.649], [7.834, -2.022, -3.257], [6.778, 0.174, -5.121], [6.238, -0.095, -3.457], [5.556, -2.181, -4.167], [-4.544, -5.271, -2.192], [-5.396, -5.457, -0.950], [-4.590, -5.772, 0.186], [-3.970, -6.174, -2.399], [-5.160, -5.040, -3.063], [-3.839, -4.453, -2.041], [-6.094, -6.282, -1.078], [-5.973, -4.549, -0.742], [-3.980, -5.038, 0.314], [10.755, -5.129, -4.394], [10.259, -4.390, -3.165], [8.836, -4.333, -3.113], [10.381, -4.651, -5.299], [11.845, -5.144, -4.430], [10.399, -6.161, -4.393], [10.602, -3.356, -3.176], [10.641, -4.864, -2.254], [8.504, -5.235, -3.087], [-6.747, -8.640, 1.106], [-7.430, -9.956, 0.782], [-7.807, -10.039, -0.591], [-7.402, -7.803, 0.865], [-6.482, -8.584, 2.163], [-5.836, -8.521, 0.517], [-8.348, -10.066, 1.356], [-6.773, -10.797, 1.029], [-7.007, -9.960, -1.120], [1.397, 6.764, 2.873], [1.398, 6.088, 1.513], [1.129, 4.698, 1.613], [2.134, 6.297, 3.526], [1.625, 7.827, 2.788], [0.421, 6.657, 3.350], [2.382, 6.181, 1.048], [0.661, 6.559, 0.852], [0.261, 4.587, 2.018], [-2.267, 3.829, 5.778], [-1.915, 4.243, 4.363], [-0.870, 3.428, 3.821], [-1.389, 3.891, 6.422], [-3.051, 4.466, 6.187], [-2.620, 2.796, 5.800], [-1.547, 5.268, 4.347], [-2.798, 4.184, 3.723], [-1.183, 2.518, 3.817], [-6.772, 4.482, 6.064], [-6.415, 4.870, 4.641], [-5.398, 4.031, 4.097], [-5.890, 4.528, 6.703], [-7.535, 5.145, 6.472], [-7.153, 3.459, 6.101], [-6.021, 5.884, 4.608], [-7.303, 4.831, 4.001], [-5.728, 3.127, 4.101], [3.875, 6.926, -2.388], [2.968, 5.761, -2.741], [2.891, 4.805, -1.690], [4.878, 6.567, -2.156], [3.940, 7.639, -3.212], [3.500, 7.453, -1.508], [3.351, 5.228, -3.610], [1.962, 6.123, -2.983], [2.540, 5.250, -0.912]], "mulliken_charge": [-0.474, 0.324, -0.125, -0.471, -0.524, 0.275, 0.635, -0.454, -0.234, 1.227, -0.510, -0.507, -0.191, 0.518, 0.488, -0.791, -0.260, -0.517, 0.252, 0.303, 0.194, 0.308, 0.243, 0.284, -0.967, -0.166, -0.442, 0.372, 0.240, 0.179, 0.277, 0.247, 0.264, -0.962, 0.041, -0.464, 0.250, 0.374, 0.245, 0.311, -0.128, 0.294, -0.814, -0.171, -0.505, 0.297, 0.331, 0.084, 0.279, 0.225, 0.279, -1.026, -0.222, -0.464, 0.273, 0.324, 0.317, 0.269, 0.291, 0.263, -0.889, -0.288, -0.515, 0.240, 0.357, 0.266, 0.288, 0.253, 0.295, -1.095, -0.266, -0.266, 0.250, 0.390, 0.233, 0.329, 0.345, 0.101, -1.096, -0.084, -0.404, 0.353, 0.248, 0.326, 0.140, 0.262, 0.253, -0.973, -0.273, -0.432, 0.221, 0.342, 0.324, 0.280, 0.276, 0.254, -0.977, -0.245, -0.356, 0.249, 0.352, 0.285, 0.264, 0.258, 0.136]}

---

(3)
{"formula": "C3H6N2OS", "method": "ωB97M-V/def2-TZVPD", "spin_multiplicity": 1, "e_homo_ev": -8.966, "homo_lumo_gap_ev": 9.1, "de_lowest_kcal_mol": 70.5, "smiles": "N[C@@H]1CSNC1=O", "energy_ha": -700.776853, "max_force_ev_per_a": 4.39, "species": ["N", "C", "C", "S", "N", "C", "O", "H", "H", "H", "H", "H", "H"], "positions_angstrom": [[-0.213, 1.259, -0.993], [-0.388, 0.646, 0.419], [1.032, 0.418, 0.859], [1.686, -0.803, -0.327], [0.045, -1.578, -0.099], [-0.986, -0.707, 0.226], [-2.128, -0.966, -0.055], [-1.099, 0.968, -1.729], [0.616, 0.502, -1.282], [-1.055, 1.269, 1.097], [1.041, -0.019, 1.951], [1.468, 1.402, 0.612], [-0.019, -2.392, -0.678]], "mulliken_charge": [-0.673, 0.002, -0.765, -0.131, -0.282, 0.410, -0.575, 0.297, 0.336, 0.331, 0.322, 0.449, 0.279]}